A gas-phase ion, C4H11N3 (charge -1) at a distorted geometry, computed with ωB97M-V/def2-TZVPD.

Each line ends with the Mulliken charge.
Element x y z (Å)
C1 1.33 -1.26 -0.30  -1.7452
C2 1.83 0.20 -0.24  -0.4246
C3 0.64 1.04 0.34  -2.2250
N1 -0.40 0.93 -0.66  1.1340
C4 -1.62 0.22 -0.28  -1.6644
N2 -1.84 0.19 1.12  -0.3909
N3 -2.31 -0.47 -1.08  -0.4478
H1 2.05 -1.77 -1.09  0.4404
H2 0.38 -1.44 -0.71  0.2406
H3 1.41 -1.78 0.59  0.4798
H4 1.96 0.66 -1.23  0.4690
H5 2.64 0.23 0.52  0.7945
H6 0.43 0.37 1.18  0.3893
H7 0.75 2.13 0.70  0.2614
H8 -0.36 1.08 -1.60  0.0924
H9 -1.31 0.74 1.75  0.1796
H10 -2.38 -0.45 1.71  1.0405
H11 -3.20 -0.62 -0.71  0.3763

## Properties
HOMO level (alpha / beta): 1.23 / -5.09 eV
Charge: -1
Spin multiplicity: 2
F_max: 6.4 eV/A

---

A gas-phase ion, C4H7N2O (charge +1) at a distorted geometry, computed with ωB97M-V/def2-TZVPD.

Each line ends with the Mulliken charge.
Element x y z (Å)
C1 -1.49 -0.63 -0.43  -0.0634
C2 1.54 0.87 -0.80  -0.1741
C3 0.01 0.18 1.19  -0.5318
C4 0.76 -0.30 -0.11  0.2259
N1 -1.39 -0.10 0.80  -0.1059
N2 -0.29 -0.76 -0.97  -0.0421
O1 1.09 1.43 -1.75  -0.3948
H1 -2.46 -0.90 -0.77  0.4277
H2 2.52 1.15 -0.26  0.3548
H3 0.29 -0.26 2.11  0.3282
H4 0.16 1.39 1.33  0.2961
H5 1.69 -1.15 0.09  0.3241
H6 -2.08 0.25 1.43  0.2199
H7 -0.34 -1.18 -1.84  0.1352

## Properties
HOMO level: -14.22 eV
Charge: +1
Spin multiplicity: 1
F_max: 4.3 eV/A

---

9 unconnected molecules or ions with the total composition C21H40Br14O6 at a distorted geometry, computed with ωB97M-V/def2-TZVPD.

Each line ends with the Mulliken charge.
Element x y z (Å)
C1 -1.26 0.40 -7.29  -1.4350
C2 -2.43 1.38 -7.06  0.4348
C3 -3.72 0.85 -6.75  -0.2242
O1 -4.21 1.50 -5.58  -0.3448
C4 -3.26 2.46 -5.18  0.5987
O2 -3.45 3.23 -4.31  -0.4695
O3 -2.17 2.31 -6.02  -0.3618
H1 -0.36 0.90 -7.64  0.3562
H2 -1.47 -0.42 -7.97  0.3675
H3 -0.93 0.04 -6.32  0.3538
H4 -2.41 2.00 -7.95  0.1685
H5 -3.72 -0.24 -6.75  0.3011
H6 -4.21 1.31 -7.61  0.2539
Br1 1.13 -12.35 -3.60  -0.1623
C5 0.02 -10.71 -3.36  -0.4680
C6 0.05 -9.96 -4.68  -0.6814
Br2 -0.44 -8.03 -4.48  -0.1612
H7 0.41 -10.01 -2.62  0.3803
H8 -1.03 -10.93 -3.21  0.3334
H9 -0.63 -10.32 -5.45  0.3659
H10 1.01 -10.17 -5.14  0.3933
Br3 2.74 0.64 -2.80  -0.1243
C7 1.44 -0.02 -1.35  -0.6961
C8 1.54 -1.54 -1.12  -0.5560
Br4 3.27 -1.84 -0.26  -0.1273
H11 0.43 0.32 -1.61  0.3927
H12 1.65 0.41 -0.38  0.3856
H13 1.48 -2.01 -2.10  0.3429
H14 0.80 -2.04 -0.48  0.3827
Br5 -2.27 -2.85 10.05  -0.1531
C9 -1.85 -2.73 8.13  -0.5141
C10 -2.25 -4.07 7.46  -0.6659
Br6 -1.33 -4.19 5.60  -0.1833
H15 -0.77 -2.67 7.98  0.3746
H16 -2.40 -1.91 7.68  0.3538
H17 -3.33 -4.18 7.38  0.3910
H18 -1.87 -4.93 8.02  0.3973
Br7 7.82 -7.49 -6.02  -0.1189
C11 7.69 -5.98 -4.81  -0.6408
C12 7.65 -6.46 -3.34  -0.5350
Br8 6.29 -7.94 -3.14  -0.1233
H19 6.75 -5.47 -5.03  0.3219
H20 8.46 -5.31 -5.18  0.3791
H21 7.42 -5.58 -2.73  0.3626
H22 8.67 -6.76 -3.11  0.3545
Br9 1.79 7.18 -2.84  -0.1715
C13 2.46 7.21 -0.84  -0.6496
C14 1.76 8.11 0.06  -0.5177
Br10 2.55 8.23 1.90  -0.1443
H23 3.52 7.48 -0.81  0.3762
H24 2.40 6.14 -0.62  0.3761
H25 0.69 7.95 0.16  0.3845
H26 1.83 9.11 -0.38  0.3466
Br11 7.58 2.86 2.66  -0.1643
C15 5.75 3.11 3.54  -0.6069
C16 5.40 2.35 4.82  -0.5341
Br12 3.51 2.70 5.35  -0.1330
H27 4.96 2.96 2.81  0.3850
H28 5.80 4.14 3.88  0.3472
H29 5.88 2.44 5.80  0.3782
H30 5.52 1.28 4.62  0.3278
Br13 -7.38 -0.57 3.38  -0.1541
C17 -5.76 -1.09 2.38  -0.5358
C18 -6.13 -2.40 1.63  -0.5934
Br14 -5.04 -2.55 -0.06  -0.1817
H31 -4.89 -1.14 3.02  0.3616
H32 -5.63 -0.25 1.69  0.3520
H33 -7.10 -2.31 1.14  0.3714
H34 -6.00 -3.24 2.33  0.3800
C19 -4.08 8.06 6.28  -0.6989
O4 -4.21 6.97 5.43  -0.2883
C20 -3.36 6.92 4.36  0.7251
O5 -2.56 7.84 4.11  -0.5576
O6 -3.25 5.63 3.88  -0.2804
C21 -2.38 5.33 2.82  -0.5897
H35 -4.82 7.78 7.02  0.2779
H36 -4.35 9.09 6.02  0.3053
H37 -3.14 8.21 6.81  0.3103
H38 -1.42 5.49 3.30  0.2829
H39 -2.46 6.03 1.99  0.2701
H40 -2.36 4.28 2.52  0.2433

## Properties
HOMO level: -9.79 eV
Charge: 0
Spin multiplicity: 1
F_max: 5.1 eV/A